Record 1
A gas-phase ion, C6H9N2 (charge +1), computed with ωB97M-V/def2-TZVPD.

Last columns: bonded neighbours and bond lengths (Å).
Geometry (Å):
1 N 2.2964 -0.5985 0.2935  C4 1.380, C5 1.308, H14 1.006
2 N 0.3280 -0.1020 -0.7238  C3 1.496, C5 1.576, C8 1.398
3 C -1.0960 0.2738 -0.4615  N2 1.496, C6 1.641, C7 1.481, H12 1.043
4 C 2.1711 0.7557 0.5308  N1 1.380, C8 1.478
5 C 1.3881 -1.2253 -0.4082  N1 1.308, N2 1.576, H11 1.097
6 C -0.4021 1.4780 0.4111  C3 1.641, C8 1.534, H9 1.028, H15 1.118
7 C -1.8599 -0.7914 0.2272  C3 1.481, H10 1.022, H16 1.078, H17 1.206
8 C 0.9310 1.0527 -0.2174  N2 1.398, C4 1.478, C6 1.534, H13 1.091
9 H -0.8589 2.3934 0.3068  C6 1.028
10 H -2.1356 -1.5451 -0.4060  C7 1.022
11 H 1.3490 -2.1562 -0.9868  C5 1.097
12 H -1.7128 0.5188 -1.2659  C3 1.043
13 H 1.2559 1.8026 -0.9404  C8 1.091
14 H 2.9991 -1.2801 0.5257  N1 1.006
15 H -0.5237 1.3367 1.5139  C6 1.118
16 H -2.8911 -0.6019 0.4797  C7 1.078
17 H -1.2387 -1.3110 1.1213  C7 1.206

Results
total charge: +1
multiplicity: 1

Record 2
A gas-phase ion, C6H9N2 (charge +1), computed with ωB97M-V/def2-TZVPD.

Last columns: bonded neighbours and bond lengths (Å).
Geometry (Å):
1 N 1.8996 0.1789 -0.0159  C4 1.460, C7 1.413, C8 1.251
2 N -0.2145 -0.3464 -0.0720  C6 1.253, C7 1.436
3 C -2.6536 0.5999 0.0554  C5 1.526, C6 1.462, H11 1.080, H12 1.080
4 C 3.3535 0.0434 -0.0063  N1 1.460, C8 1.484, H14 1.085, H16 1.084
5 C -2.7414 -0.9207 -0.0295  C3 1.526, C6 1.447, H15 1.082, H17 1.080
6 C -1.4629 -0.2440 -0.0330  N2 1.253, C3 1.462, C5 1.447
7 C 0.6360 0.8108 -0.0541  N1 1.413, N2 1.436, H10 1.102, H13 1.101
8 C 2.3024 -1.0027 0.0585  N1 1.251, C4 1.484, H9 1.066
9 H 1.9787 -2.0152 0.1398  C8 1.066
10 H 0.5240 1.4536 0.8343  C7 1.102
11 H -2.9509 1.1950 -0.7953  C3 1.080
12 H -2.8747 1.0707 1.0025  C3 1.080
13 H 0.5647 1.4561 -0.9438  C7 1.101
14 H 3.8776 0.3381 0.8970  C4 1.085
15 H -3.0858 -1.3668 -0.9527  C5 1.082
16 H 3.8845 0.2256 -0.9333  C4 1.084
17 H -3.0373 -1.4763 0.8483  C5 1.080

Results
total charge: +1
multiplicity: 1
SMILES string: C1=[N+](CN=C2CC2)C1

Computed values of gap between HOMO and LUMO (unit: eV) for the preceding records, in sequence: 8.0 8.9.